Here is C44H40CaF6N6O20S as an isolated structure at a distorted geometry from OMol25. Energies are from the ωB97M-V functional and the def2-TZVPD basis.

Its spin multiplicity is 1. Its HOMO energy is -8.8 eV. As for the electronic energy: -141733.86963 eV. The value obtained for the HOMO-LUMO gap is 7.7 eV.

```
118
Properties=species:S:1:pos:R:3:mulliken_charge:R:1
Ca -0.4626 -0.7309 -1.1717 2.48
S 1.7807 1.0885 -0.9820 1.04
F -3.1818 -2.4554 -4.4832 -0.23
F -2.0936 -2.5875 -6.3705 -0.26
F -1.6600 -3.9613 -4.7594 -0.23
F -3.8752 0.9949 -4.3793 -0.24
F -4.6271 2.6704 -3.2107 -0.25
F -4.7003 0.6611 -2.4643 -0.18
O -2.0591 2.7934 -2.9758 -0.40
O 2.1261 2.2963 -1.6411 -0.67
O 0.4526 -2.1317 0.9147 0.52
O -1.8480 -2.6916 -1.1646 -0.46
O -0.3510 5.6314 4.1836 -0.71
O 0.9131 -4.9735 -2.2135 -0.58
O -1.6703 -0.1549 1.0028 -0.03
O -3.6820 -2.2710 -0.0269 -0.57
O -0.7278 -0.4314 5.6821 -0.67
O -2.0720 0.8307 -1.9372 -1.05
O -0.9800 -1.0075 -3.7236 0.05
O -1.0571 -0.3035 3.5807 -0.46
O -3.5757 -0.4079 1.9928 -0.60
O 0.3633 1.1748 -0.3908 -1.31
O -0.0065 -1.5668 -5.7254 -0.36
O 0.5377 -2.8666 -2.2185 0.05
O 2.7134 0.6814 0.1366 -0.68
O 1.6137 -0.0629 -1.9293 -0.27
O 0.0939 -3.7345 2.2833 -0.67
O -0.5832 3.7737 3.0969 -0.45
N -2.9231 -3.0301 -0.6435 1.02
N 1.1393 -3.8842 -1.8012 0.71
N -0.0399 4.8773 3.2659 1.12
N 0.7097 -2.7261 1.9330 0.40
N -2.7846 0.2462 1.3899 0.72
N -0.5217 0.0702 4.5906 1.05
C 2.4759 -1.6408 -5.2101 -1.10
C -2.2850 -5.2365 -1.5156 0.06
C 2.7077 -4.7708 -0.1798 -0.27
C 3.4927 -0.5685 3.2291 -1.41
C 1.2191 -0.8298 -5.3715 0.61
C 4.6291 -3.5138 0.5007 -0.32
C -1.9802 -2.7178 -5.0756 0.77
C -4.5841 1.9176 1.0990 -1.06
C 0.5754 0.9764 4.3456 -0.27
C 2.6772 -1.3193 2.3553 0.64
C 1.1843 6.7346 2.4004 -0.78
C -5.0019 3.2031 0.9174 -0.58
C 1.9310 7.2621 1.3359 -0.47
C -3.6727 -7.1919 -1.0168 -0.57
C -0.9086 -1.6386 -4.7612 0.34
C 3.3313 -0.8307 4.5636 -0.26
C -3.9515 1.5329 -3.1439 0.63
C -3.2389 -4.4388 -0.9059 0.28
C 0.8059 5.4356 2.1886 -0.11
C 0.2147 3.1046 -3.8683 -1.63
C -2.5104 -6.6221 -1.5586 -0.82
C 3.1404 -2.5497 -1.0611 1.00
C 2.3192 6.4777 0.2694 -0.75
C -2.3074 2.6451 0.5872 0.93
C -4.5865 -6.3563 -0.4392 -0.33
C 1.0111 1.7398 5.4382 -0.83
C 1.7002 -2.5531 4.1701 -0.71
C -0.6306 3.1953 -2.6113 2.09
C 1.0153 1.2462 3.0130 2.65
C 4.3002 -2.4042 -0.3496 -0.65
C 3.8751 -4.6755 0.5282 -0.92
C 2.3146 -3.7392 -0.9610 -0.08
C 1.9442 5.1564 0.1719 -1.26
C 2.6349 2.7844 4.0202 -0.58
C -2.8256 3.8549 0.2219 -0.78
C 2.5332 -1.8324 5.0560 -0.55
C -2.5694 1.7256 -2.6145 0.06
C 1.0732 4.6395 1.1117 1.08
C 2.0629 2.1255 2.9723 -0.89
C 2.0744 2.6357 5.2890 -0.91
C -4.3918 -5.0068 -0.3723 -0.61
C -3.2046 1.6758 0.9991 0.24
C 1.8177 -2.2746 2.7964 -0.27
C -4.1525 4.1386 0.3934 -1.04
H 2.7200 -1.7090 -1.6794 -0.40
H 4.1621 0.1277 2.8336 0.67
H 0.4631 2.0938 -4.0191 0.07
H 2.4810 3.0331 6.2581 0.34
H 0.5413 1.5025 6.3699 0.57
H 2.7712 -1.0880 1.3006 0.31
H 2.6318 2.2392 2.0378 0.43
H -5.2755 1.2667 1.5147 0.68
H 3.5785 3.3537 3.8137 0.37
H 3.2107 -0.9585 -4.7728 0.30
H -3.9052 -8.2591 -1.2532 0.32
H 4.8147 -1.4217 -0.4364 0.35
H -0.2822 3.4723 -4.6801 0.60
H 5.5363 -3.3691 1.1199 0.38
H -1.3777 -4.8320 -1.8114 0.12
H 3.9043 -0.2979 5.3594 0.30
H 2.3499 -2.4686 -4.5589 0.15
H -0.7087 4.1918 -2.3052 0.39
H 0.7103 0.7915 2.0891 -0.63
H 2.3007 4.4661 -0.5477 0.76
H 2.9490 -1.9860 -6.1540 0.38
H -2.0952 4.5739 -0.0004 0.65
H 4.2811 -5.4500 1.1909 0.33
H -5.5339 -6.8299 -0.0251 0.29
H -1.2670 2.4226 0.5037 -0.21
H 1.1469 3.5599 -3.6974 0.46
H 1.0219 -0.2647 -4.4689 -0.50
H -5.1370 -4.4117 0.1620 0.47
H 0.8772 3.5627 0.9671 0.21
H 2.3964 -2.0186 6.1186 0.41
H 0.9229 -3.2423 4.4761 0.56
H 0.9267 7.2759 3.3045 0.55
H 2.1574 8.3210 1.4071 0.38
H 2.0953 -5.6246 0.0377 0.52
H 1.3007 -0.0830 -6.1840 0.41
H 2.9671 6.9170 -0.4727 0.45
H -4.5888 5.0966 0.2453 0.51
H -0.4321 2.5306 -1.8577 -1.26
H -6.0461 3.4079 1.0906 0.41
H -1.7888 -7.1995 -2.0740 0.49
```